{"formula": "C24H44F6N8P", "method": "ωB97M-V/def2-TZVPD", "symbols": ["C", "C", "N", "C", "C", "N", "C", "C", "H", "H", "H", "H", "H", "H", "H", "H", "H", "H", "H", "C", "C", "N", "C", "C", "N", "C", "C", "H", "H", "H", "H", "H", "H", "H", "H", "H", "H", "H", "C", "C", "N", "C", "C", "N", "C", "C", "H", "H", "H", "H", "H", "H", "H", "H", "H", "H", "H", "C", "C", "N", "C", "C", "N", "C", "C", "H", "H", "H", "H", "H", "H", "H", "H", "H", "H", "H", "P", "F", "F", "F", "F", "F", "F"], "coordinates": [[-5.999295, 1.276080, 1.839801], [-4.525062, 1.399942, 1.635545], [-3.623226, 0.773907, 2.699220], [-3.513890, 1.144629, 4.043764], [-2.652212, 0.141514, 4.603025], [-2.337486, -0.806661, 3.739481], [-2.911776, -0.409052, 2.574553], [-1.604365, -2.008766, 3.822031], [-6.121721, 0.224716, 2.100059], [-6.489478, 1.607129, 0.924259], [-6.210558, 1.891413, 2.714347], [-4.201352, 2.436720, 1.543967], [-4.334147, 0.969619, 0.652452], [-3.892973, 2.090767, 4.400843], [-2.252178, 0.091229, 5.604943], [-2.844341, -0.888060, 1.608938], [-1.381125, -2.202212, 4.871242], [-0.639682, -1.735180, 3.394664], [-1.981619, -2.801925, 3.176526], [2.717854, 2.593751, 7.388440], [2.834337, 4.020555, 8.121175], [1.540408, 4.544097, 8.562188], [0.678820, 5.496120, 7.949116], [-0.374431, 5.667928, 8.901151], [-0.227946, 4.800683, 9.990823], [1.002519, 4.200508, 9.805603], [-1.092153, 4.678515, 11.169383], [1.904829, 2.652944, 6.664853], [2.423999, 1.890596, 8.167754], [3.620503, 2.324440, 6.839984], [3.357033, 4.738575, 7.489242], [3.420662, 3.846877, 9.023486], [0.924922, 5.962127, 7.006413], [-1.245981, 6.305108, 8.929383], [1.351671, 3.549127, 10.593129], [-0.531902, 4.331864, 12.037737], [-1.987849, 4.085572, 10.984319], [-1.304854, 5.709919, 11.450584], [3.857019, 7.545571, -5.055694], [3.499832, 6.405971, -4.100916], [2.852636, 5.307189, -4.798491], [3.514555, 4.379058, -5.580127], [2.608912, 3.532730, -6.176573], [1.369949, 3.999793, -5.806101], [1.495298, 5.155477, -5.098621], [0.056614, 3.361512, -6.185185], [2.935480, 7.817803, -5.570229], [4.525030, 7.350393, -5.894599], [4.246293, 8.351785, -4.433947], [2.854511, 6.721605, -3.281133], [4.306600, 5.957352, -3.521293], [4.587593, 4.395008, -5.701515], [2.781440, 2.641155, -6.761159], [0.650722, 5.757893, -4.798337], [0.036835, 3.065269, -7.233963], [-0.828953, 3.890932, -5.833637], [0.048695, 2.448837, -5.589295], [1.201321, -10.175862, -6.818725], [0.669509, -8.737616, -6.537314], [-0.718164, -8.573664, -6.043718], [-1.213365, -7.469975, -5.286666], [-2.562517, -7.819213, -5.105788], [-2.872376, -9.014876, -5.714951], [-1.715996, -9.433614, -6.271802], [-4.106612, -9.648682, -5.726665], [0.694988, -10.858958, -6.136747], [2.262373, -10.300112, -6.602313], [0.881954, -10.501771, -7.808615], [0.748424, -8.130043, -7.438825], [1.284583, -8.133158, -5.870669], [-0.682279, -6.599755, -4.930210], [-3.290149, -7.318418, -4.484375], [-1.650037, -10.320490, -6.884576], [-4.969302, -9.014085, -5.523783], [-4.116132, -10.388608, -4.926328], [-4.217477, -10.129430, -6.698615], [3.957721, -1.448016, -1.524994], [2.977079, -2.654355, -1.074694], [3.710191, -0.741236, -0.124167], [5.251235, -2.325813, -0.946929], [4.921639, -0.193740, -1.980528], [4.099138, -2.049621, -3.054999], [2.559231, -0.699337, -2.086616]], "atomic_forces_ev_per_a": [[0.889, -0.205, 1.485], [1.642, 0.384, -0.740], [0.586, -2.147, 0.813], [2.211, -2.348, -0.709], [-1.669, 3.159, 2.328], [-3.057, 2.021, -4.011], [-1.295, 1.448, -0.840], [2.594, -0.229, 0.194], [-0.915, 0.034, -0.262], [-0.246, -0.175, 0.340], [-0.845, -0.052, -0.175], [0.040, 0.020, 0.225], [0.790, -0.430, 0.304], [0.018, -0.313, 0.226], [-0.252, 0.111, 0.035], [0.106, -0.299, 0.248], [-0.484, -0.657, -0.193], [0.346, -0.405, -0.020], [-0.428, 0.000, 0.686], [-0.826, 1.859, 0.689], [0.653, -1.816, -0.826], [-2.085, 0.343, 2.557], [-1.110, -1.196, 3.720], [0.719, -0.670, -1.127], [3.629, -0.044, -2.473], [-1.716, 0.968, -1.610], [0.361, 1.072, 0.366], [-0.015, -0.045, -0.079], [0.306, -0.312, -0.276], [0.051, 0.019, 0.452], [-0.296, 0.121, 0.143], [0.078, 0.315, -0.094], [-0.171, -0.012, 0.192], [0.165, 0.096, -0.499], [0.635, -0.168, -0.501], [0.107, -0.498, -0.361], [0.220, 0.122, -0.088], [-0.621, -0.095, -0.076], [-0.464, -0.065, 0.310], [0.334, -0.043, 0.298], [-2.734, -0.802, -2.364], [-0.129, -0.571, 0.026], [0.498, 0.940, 0.995], [-1.203, 1.590, -0.383], [2.098, -1.807, 0.441], [0.997, -0.821, 0.992], [-0.140, 0.514, 0.301], [0.422, -0.507, 0.488], [-0.080, 0.217, -0.391], [-0.416, 0.297, -0.395], [0.485, 0.065, -0.506], [-0.077, -0.110, 0.333], [-0.167, 0.166, 0.039], [0.298, -0.005, 0.276], [0.008, 0.506, 0.081], [0.433, 0.586, -0.387], [-0.042, -0.214, -0.168], [-1.583, 0.416, 0.883], [1.001, 0.745, -0.603], [-0.647, 0.308, 0.566], [-2.565, -2.828, -0.748], [1.307, 1.134, 0.598], [4.155, 2.712, 0.074], [-0.267, 0.120, -0.145], [-2.034, -1.958, 0.115], [0.059, -0.119, 0.236], [-0.097, 0.347, -0.448], [0.548, 0.098, -0.103], [-0.260, -0.204, -0.315], [0.062, -0.575, 0.472], [0.260, -0.344, -0.202], [-0.015, 0.065, -0.257], [0.176, 0.030, 0.131], [0.420, 0.414, -0.284], [-0.119, -0.296, -0.178], [-0.341, -0.112, 0.185], [-0.118, -0.367, -1.465], [0.213, -0.507, -0.096], [0.303, 0.303, 0.805], [-1.177, 1.172, -0.839], [-0.648, -0.754, 0.334], [0.333, -0.161, 1.155], [0.799, 0.450, 0.103]], "lowdin_charge": [-0.06, -0.18, -0.02, 0.04, -0.03, -0.11, 0.02, 0.02, 0.09, 0.10, 0.08, 0.13, 0.12, 0.13, 0.14, 0.17, 0.12, 0.12, 0.12, -0.04, -0.15, -0.06, 0.05, 0.01, -0.10, 0.04, 0.02, 0.06, 0.07, 0.08, 0.13, 0.12, 0.13, 0.13, 0.16, 0.11, 0.11, 0.11, -0.05, -0.18, -0.05, 0.00, 0.01, -0.09, 0.04, 0.04, 0.08, 0.08, 0.09, 0.13, 0.13, 0.15, 0.15, 0.16, 0.10, 0.10, 0.10, -0.04, -0.14, -0.04, 0.06, 0.00, -0.11, 0.00, -0.01, 0.07, 0.09, 0.08, 0.13, 0.13, 0.14, 0.14, 0.17, 0.12, 0.12, 0.12, 0.21, -0.19, -0.17, -0.19, -0.20, -0.20, -0.25], "gap_ev": 8.572, "spin_multiplicity": 1, "total_charge": 3, "e_above_lowest_ev": 2.417, "total_energy_ha": -2318.77337}



{"formula": "C24H44IrO3P2S", "method": "ωB97M-V/def2-TZVPD", "symbols": ["Ir", "C", "C", "C", "C", "C", "C", "H", "H", "H", "C", "H", "H", "H", "C", "H", "H", "H", "C", "H", "H", "H", "C", "H", "H", "H", "C", "C", "C", "C", "C", "C", "C", "C", "H", "H", "H", "H", "H", "H", "H", "H", "H", "H", "H", "H", "P", "C", "C", "P", "C", "C", "C", "H", "H", "H", "H", "H", "H", "H", "H", "H", "H", "H", "H", "H", "H", "C", "S", "O", "O", "O", "H", "H", "H"], "coordinates": [[3.048324, -0.985547, -2.054687], [-1.008395, 3.474883, -0.543152], [-1.964043, 2.906322, -1.446603], [-2.825934, 2.763862, 0.681631], [-1.566527, 3.423858, 0.768891], [-3.084894, 2.471312, -0.693762], [0.350384, 3.948771, -0.880907], [0.440046, 4.150936, -1.961056], [1.117980, 3.190440, -0.610473], [0.571645, 4.875180, -0.314779], [-0.926516, 3.881440, 2.004881], [-0.091652, 4.554247, 1.791503], [-0.515457, 3.043708, 2.582641], [-1.658982, 4.361448, 2.662347], [-3.639611, 2.377979, 1.842023], [-3.845253, 3.245759, 2.486381], [-3.119328, 1.638244, 2.473021], [-4.590919, 1.939253, 1.528976], [-4.304644, 1.831163, -1.226473], [-5.082041, 2.578817, -1.455559], [-4.721331, 1.130738, -0.488928], [-4.080128, 1.283370, -2.151072], [-1.805193, 2.747482, -2.898300], [-2.564787, 3.314785, -3.449343], [-1.899695, 1.701658, -3.214718], [-0.831652, 3.104552, -3.238405], [4.097444, -2.117978, -0.904323], [4.342017, -2.410953, -2.354343], [3.778551, -3.530138, -3.185303], [2.318119, -3.269363, -3.672885], [1.774307, -2.072460, -2.971144], [1.538266, -2.289724, -1.566144], [1.950217, -3.395570, -0.609661], [3.317941, -3.036235, -0.020084], [3.885625, -4.455995, -2.623376], [1.664224, -4.123144, -3.513465], [4.408542, -3.683205, -4.066357], [3.873315, -3.951384, 0.182415], [4.918313, -1.617948, -0.356324], [5.415276, -2.193030, -2.524390], [3.131148, -2.526573, 0.923426], [1.156486, -3.498602, 0.171644], [0.372408, -2.167540, -1.348583], [1.896392, -4.401077, -1.048682], [2.316197, -3.061710, -4.737322], [1.000638, -1.437360, -3.400030], [0.082113, 0.648962, 1.625763], [1.826489, 0.379644, 1.913021], [2.694710, 0.978688, -2.337121], [-1.263213, -2.141860, 0.198016], [-0.459945, -1.126649, 1.508906], [-2.132758, -1.097681, -1.060952], [-2.078417, -3.452634, 1.103468], [2.306653, 0.716586, 2.886037], [2.219259, 0.874351, 0.990156], [2.071674, -0.697212, 1.737174], [2.956127, 1.316038, -3.377241], [3.238781, 1.548493, -1.547946], [1.590251, 1.046760, -2.184066], [-1.308821, -4.268266, 1.152391], [-3.006195, -3.716963, 0.538364], [-2.273013, -2.963643, 2.090218], [-1.322686, -1.236476, 2.181044], [0.350552, -1.783318, 1.866505], [-2.830477, -0.471827, -0.483510], [-2.601337, -1.768533, -1.812627], [-1.364090, -0.507065, -1.599798], [-1.184145, 0.720320, 5.870914], [-0.624712, 0.280034, 4.258673], [0.198081, 1.436370, 3.631916], [0.195698, -0.923387, 4.353634], [-1.912843, 0.174927, 3.535860], [-0.315297, 0.813262, 6.526786], [-1.837401, -0.128842, 6.124744], [-1.771863, 1.635251, 5.740525]], "atomic_forces_ev_per_a": [[-0.060, 6.074, 0.240], [-0.239, -0.292, -0.190], [0.191, 0.031, 0.448], [0.146, -0.075, -0.160], [0.000, -0.229, -0.284], [0.171, 0.313, 0.432], [0.219, 0.389, -0.128], [0.102, -0.037, 0.533], [-0.385, 0.376, -0.102], [0.045, -0.468, -0.345], [0.161, 0.357, 0.197], [-0.216, 0.038, 0.144], [-0.208, 0.179, -0.113], [0.161, 0.083, -0.066], [-0.511, -0.068, 0.213], [0.025, -0.179, -0.140], [0.005, 0.223, -0.163], [0.087, 0.151, 0.155], [-0.115, -0.346, -0.094], [0.208, -0.182, 0.061], [-0.031, 0.221, -0.268], [-0.170, 0.169, 0.165], [0.270, 0.135, -0.614], [-0.010, -0.099, 0.096], [-0.085, 0.094, 0.089], [-0.120, -0.074, 0.015], [1.663, -2.625, 0.344], [3.284, -0.962, 1.344], [-0.089, -0.653, -0.498], [0.894, 0.103, -0.909], [-2.042, -2.614, 0.166], [-4.376, -0.568, 1.384], [-0.415, -0.468, -0.276], [-0.591, -0.596, 0.538], [-0.298, -0.234, 0.093], [-0.018, -0.139, 0.056], [-0.028, 0.165, 0.165], [0.214, 0.018, 0.226], [-0.255, -0.144, -0.588], [-0.742, 0.096, -0.523], [0.221, -0.040, 0.277], [0.719, 0.362, -0.217], [1.660, 0.683, -0.189], [0.460, 0.150, -0.328], [0.165, -0.190, -0.277], [-0.013, -0.229, -0.574], [0.176, 0.450, 0.973], [1.662, -0.899, -0.969], [-0.395, 1.567, -0.549], [1.439, 1.899, -1.205], [-0.386, -1.205, -0.010], [0.183, -0.824, 0.338], [-0.272, 0.214, -0.203], [-0.839, -0.138, -1.527], [0.516, 0.026, 0.806], [-0.096, 0.824, 0.377], [-0.153, -0.087, 1.068], [-0.291, -0.117, -0.691], [0.448, 0.329, -0.089], [-1.047, 0.457, 0.202], [0.739, -0.186, 0.728], [-0.153, -1.014, -0.552], [0.510, 0.302, 0.415], [-0.389, 0.174, 0.166], [-0.029, -0.089, -0.609], [-0.067, 0.518, 0.618], [-0.346, -0.212, 0.578], [0.407, 0.166, -0.296], [-0.589, -0.822, 1.196], [-1.575, -1.762, -0.948], [-0.811, 1.149, -0.490], [1.111, 0.086, -0.245], [-0.361, 0.078, 0.095], [0.336, 0.384, 0.135], [0.218, -0.168, 0.351]], "lowdin_charge": [1.35, -0.13, -0.13, -0.13, -0.17, -0.14, 0.01, 0.09, 0.10, 0.11, 0.00, 0.10, 0.05, 0.11, 0.01, 0.12, 0.08, 0.09, -0.01, 0.12, 0.09, 0.09, 0.00, 0.12, 0.10, 0.08, -0.37, -0.34, -0.16, -0.16, -0.42, -0.35, -0.21, -0.20, 0.12, 0.12, 0.12, 0.13, 0.12, 0.12, 0.09, 0.07, 0.05, 0.12, 0.11, 0.11, 1.14, -0.27, -0.32, 1.02, -0.51, -0.20, -0.19, 0.10, 0.04, 0.04, 0.02, 0.00, -0.03, 0.09, 0.09, 0.08, 0.01, 0.06, 0.04, 0.08, 0.05, -0.11, 0.48, -0.44, -0.30, -0.40, 0.09, 0.09, 0.08], "gap_ev": [4.343, 5.415], "spin_multiplicity": 6, "total_charge": 2, "e_above_lowest_ev": 0.000, "total_energy_ha": -2350.87613}



> What is the formula in the second record?

C24H44IrO3P2S